The following is a DFT calculation (the ωB97M-V functional and the def2-TZVPD basis) of 2 unconnected molecules or ions with the total composition C8H7Cl2OP in a non-equilibrium geometry.

The geometry in XYZ format:
```
19
Properties=species:S:1:pos:R:3:nbo_charge:R:1
C 2.80156 -1.17115 -0.18385 -0.239
C 1.68579 -1.74527 -0.86360 -0.174
C 2.68981 -0.06696 0.61110 -0.179
C 0.46771 -1.08232 -0.94988 -0.294
C 1.37033 0.43662 0.75686 -0.387
C 0.49972 -0.07730 0.01531 0.210
C -1.81883 2.59395 0.58677 -0.350
C -2.00413 1.41525 0.01182 -0.377
O -2.41533 -0.80938 -1.71089 -1.031
P -2.69100 -0.09912 -0.44537 1.766
Cl -2.36837 -1.31695 1.24419 -0.263
Cl -4.75823 0.20567 -0.37021 -0.284
H 3.70682 -1.78273 -0.22404 0.219
H 1.77693 -2.64734 -1.42634 0.215
H 3.65277 0.24832 1.11038 0.230
H -0.28434 -1.37396 -1.56213 0.260
H 1.21157 1.02547 1.73392 0.244
H -2.62671 3.30546 0.85177 0.223
H -0.89606 2.94174 0.81419 0.212
```

**HOMO-LUMO gap (alpha / beta)**: 7.173 / 8.889 eV
**Charge**: 0
**E_tot**: -44786.579 eV
**LUMO level (alpha / beta)**: -1.370 / -0.425 eV
**F_max**: 8.02 eV/A

The following is a DFT calculation (the ωB97M-V functional and the def2-TZVPD basis) of 3 unconnected molecules or ions with the total composition C8H7Cl6NO2 in a non-equilibrium geometry.

The geometry in XYZ format:
```
24
Properties=species:S:1:pos:R:3:nbo_charge:R:1
C -1.45801 1.34310 2.36712 -0.190
C -0.79937 0.30050 2.94506 -0.201
C 0.51999 -0.07578 2.51263 -0.195
C 1.04004 0.56847 1.39884 0.027
C 0.26480 1.48577 0.67345 -0.203
C -0.97418 1.88494 1.18594 -0.200
N 2.33763 0.05162 0.76761 0.535
O 2.64578 0.40929 -0.35486 -0.394
O 3.07987 -0.59471 1.46544 -0.358
H -2.43142 1.60069 2.73405 0.220
H -1.30441 -0.25003 3.69794 0.219
H 0.94509 -0.98858 2.93905 0.249
H 0.60262 1.85905 -0.32050 0.261
H -1.59861 2.51261 0.56397 0.225
C -2.21177 -2.16707 -0.94244 -0.273
Cl -2.72900 -0.50597 -1.54483 -0.033
Cl -0.58902 -2.12538 -0.28899 0.024
Cl -2.33634 -3.39459 -2.12646 0.064
H -2.92537 -2.36004 -0.18001 0.221
C 1.59948 0.01305 -3.40684 -0.269
Cl 1.06837 -1.16308 -4.60726 0.020
Cl 0.41511 1.30372 -3.14079 -0.003
Cl 3.11538 0.78147 -3.84446 0.026
H 1.72335 -0.48906 -2.49366 0.228
```

**HOMO-LUMO gap**: 9.550 eV
**Charge**: 0
**E_tot**: -89125.878 eV
**LUMO level**: -0.504 eV
**F_max**: 2.50 eV/A

The following is a DFT calculation (the ωB97M-V functional and the def2-TZVPD basis) of C8H7IN2O in the gas phase in a non-equilibrium geometry.

The geometry in XYZ format:
```
19
Properties=species:S:1:pos:R:3:nbo_charge:R:1
C 0.79792 -1.37021 -1.67422 -0.235
C -0.55953 -1.28265 -1.76827 -0.176
C 1.55732 -0.81374 -0.63261 -0.156
C -1.20951 -0.44545 -0.89077 -0.262
C 0.94767 -0.01978 0.30430 -0.139
C -0.45825 0.11080 0.15254 0.167
C -0.09727 2.39436 2.73286 0.515
C 1.29721 0.74558 1.53586 -0.161
N -1.06231 0.97047 1.05971 -0.426
N -0.01068 1.36618 1.91946 -0.287
O 0.69578 2.57439 3.61414 -0.583
I 2.05174 -0.63807 3.02820 0.106
H 1.30368 -1.92809 -2.31124 0.203
H -0.99424 -1.80904 -2.66708 0.226
H 2.63195 -0.82258 -0.46014 0.223
H -2.29583 -0.35831 -1.02587 0.224
H -1.01031 2.95789 2.60153 0.121
H 1.88741 1.69700 1.32935 0.256
H -1.88105 0.52007 1.35264 0.384
```

**HOMO-LUMO gap**: 8.407 eV
**Charge**: 0
**E_tot**: -21535.801 eV
**LUMO level**: 0.119 eV
**F_max**: 4.51 eV/A

The following is a DFT calculation (the ωB97M-V functional and the def2-TZVPD basis) of C8H7N in the gas phase in a non-equilibrium geometry.

The geometry in XYZ format:
```
16
Properties=species:S:1:pos:R:3:nbo_charge:R:1
C 1.88793 1.21768 1.91725 -0.223
C 0.93420 0.67097 1.42465 -0.005
C -0.21855 -0.00532 0.84037 -0.300
C -0.24791 -1.53425 1.04575 -0.377
C -0.94510 -2.10266 -0.20559 -0.442
C -0.78389 -1.01252 -1.24657 -0.083
C -0.36982 0.11384 -0.68117 -0.138
C -0.11905 1.32365 -1.40781 0.268
H 2.75683 1.72126 2.30746 0.245
H -1.12760 0.42279 1.30243 0.239
H 0.78526 -1.91089 1.06521 0.217
H -0.70953 -1.84115 1.99511 0.224
H -0.52550 -3.05367 -0.52455 0.225
H -2.01034 -2.25409 -0.01685 0.217
H -1.02176 -1.15370 -2.28948 0.228
N 0.14654 2.29160 -1.99437 -0.295
```

**HOMO-LUMO gap**: 10.649 eV
**Charge**: 0
**E_tot**: -9896.952 eV
**LUMO level**: 0.743 eV
**F_max**: 1.59 eV/A